1.
{"formula": "C20H46N3O7P", "method": "the ωB97M-V functional and the def2-TZVPD basis", "symbols": ["C", "C", "C", "C", "C", "C", "C", "C", "C", "C", "C", "O", "P", "O", "O", "O", "H", "H", "H", "H", "H", "H", "H", "H", "H", "H", "H", "H", "H", "H", "H", "H", "H", "H", "H", "H", "H", "H", "H", "H", "H", "C", "N", "C", "C", "O", "H", "H", "H", "H", "H", "H", "H", "C", "N", "C", "C", "O", "H", "H", "H", "H", "H", "H", "H", "C", "N", "C", "C", "O", "H", "H", "H", "H", "H", "H", "H"], "xyz": [[11.8006, 3.6522, -3.2831], [11.4336, 2.5043, -4.2274], [10.0935, 2.7084, -4.9391], [8.9082, 2.8683, -3.9741], [8.1789, 4.2066, -4.0947], [7.1715, 4.4208, -2.9456], [5.8370, 4.9947, -3.4229], [4.8246, 5.2211, -2.2888], [3.6810, 4.1827, -2.2451], [4.0354, 3.0061, -1.3513], [2.9844, 1.8858, -1.2913], [1.9521, 2.1195, -2.2839], [0.7048, 1.1350, -2.3514], [-0.5068, 1.7398, -1.8009], [1.0195, -0.2128, -1.5749], [0.5719, 0.7255, -3.8848], [12.8644, 3.6368, -3.0652], [11.2811, 3.5461, -2.3319], [11.5080, 4.6115, -3.7038], [12.2145, 2.4152, -4.9820], [11.3879, 1.5641, -3.6784], [10.1680, 3.5689, -5.6038], [9.9185, 1.8287, -5.5584], [9.2609, 2.7944, -2.9435], [8.1920, 2.0547, -4.0947], [8.9316, 4.9934, -4.0604], [7.6539, 4.2602, -5.0482], [7.0055, 3.4529, -2.4683], [7.6168, 5.0745, -2.1966], [6.0667, 5.9326, -3.9285], [5.4287, 4.2985, -4.1561], [5.3765, 5.1377, -1.3490], [4.4216, 6.2299, -2.3028], [3.4850, 3.8532, -3.2620], [2.7833, 4.6829, -1.8887], [4.2076, 3.3692, -0.3404], [4.9759, 2.5768, -1.6947], [2.5173, 1.8578, -0.3108], [3.4639, 0.9301, -1.4916], [1.7962, -0.6882, -1.8894], [0.9378, 1.4215, -4.4395], [-2.1900, -1.8809, -0.2359], [-2.8784, -2.4632, 0.9034], [-2.3876, -2.6985, 2.1456], [-0.9504, -2.3070, 2.4068], [-3.0865, -3.2009, 3.0135], [-2.7058, -0.9732, -0.5496], [-2.1941, -2.5879, -1.0673], [-1.1636, -1.6299, 0.0052], [-3.8444, -2.7301, 0.7835], [-0.7129, -2.5545, 3.4364], [-0.2746, -2.8511, 1.7461], [-0.8070, -1.2367, 2.2556], [-8.7572, -2.5165, 3.8205], [-8.4198, -2.6137, 2.4093], [-7.2796, -3.0884, 1.8478], [-6.1949, -3.5824, 2.7720], [-7.1423, -3.1048, 0.6310], [-9.6565, -3.0894, 4.0368], [-8.9468, -1.4765, 4.0895], [-7.9442, -2.8907, 4.4332], [-9.0983, -2.2956, 1.7362], [-5.3599, -3.9239, 2.1770], [-5.8435, -2.7858, 3.4260], [-6.5485, -4.4138, 3.3838], [-12.1343, -6.7836, 5.3370], [-11.9146, -5.3727, 5.0819], [-11.6357, -4.3878, 5.9763], [-11.5361, -4.7787, 7.4323], [-11.4712, -3.2375, 5.6041], [-11.3994, -7.3855, 4.8004], [-13.1306, -7.0790, 5.0043], [-12.0472, -6.9963, 6.3966], [-11.9696, -5.0481, 4.1296], [-11.3093, -3.8875, 8.0081], [-12.4776, -5.1992, 7.7868], [-10.7417, -5.5101, 7.5843]], "atomic_forces_ev_per_a": [[-0.3, -0.4, 0.1], [-0.1, 0.4, -0.1], [0.0, -0.4, 0.3], [0.1, 0.3, 0.1], [-0.1, -0.2, 0.5], [0.1, -0.2, -0.4], [0.3, 0.1, 0.4], [0.2, -0.5, 0.2], [0.3, 0.7, 0.0], [-0.1, -0.3, -0.2], [0.1, 0.6, -0.1], [0.5, -0.9, -0.1], [-1.9, 1.0, 0.7], [0.2, -0.2, -0.1], [0.5, -0.1, -0.2], [0.7, -0.1, 0.1], [0.1, 0.2, 0.0], [0.0, 0.1, 0.1], [0.2, 0.2, -0.1], [0.1, -0.2, -0.1], [0.2, -0.1, 0.1], [-0.1, 0.1, -0.1], [0.0, 0.1, -0.2], [0.1, -0.1, 0.1], [-0.1, -0.1, -0.1], [0.0, 0.2, -0.2], [0.1, 0.1, -0.2], [-0.1, 0.0, 0.2], [0.0, 0.0, 0.2], [-0.2, 0.1, -0.2], [-0.1, 0.1, -0.2], [0.0, 0.2, 0.1], [-0.1, 0.1, -0.2], [-0.2, -0.1, -0.1], [-0.2, -0.2, 0.1], [0.1, 0.0, 0.1], [0.1, 0.0, 0.0], [-0.1, -0.1, 0.1], [-0.1, -0.2, 0.0], [0.0, -0.2, -0.1], [0.0, 0.0, -0.3], [-0.4, -0.1, 0.0], [0.2, 0.0, 0.1], [-0.1, 0.0, 0.0], [0.0, 0.0, 0.1], [0.2, 0.0, 0.0], [0.1, 0.1, -0.1], [0.1, 0.1, 0.0], [0.0, 0.0, 0.0], [0.0, 0.0, 0.0], [0.0, 0.0, 0.0], [0.0, 0.1, 0.0], [0.0, 0.0, -0.1], [-0.1, 0.1, -0.3], [0.1, -0.1, 0.1], [0.0, 0.0, -0.1], [-0.2, 0.0, 0.0], [0.0, 0.0, 0.0], [0.0, 0.0, 0.1], [0.0, 0.0, 0.1], [0.0, 0.0, 0.0], [0.0, 0.0, 0.0], [0.1, 0.0, 0.0], [0.0, 0.0, 0.1], [0.0, 0.1, 0.1], [0.0, 0.2, -0.2], [0.0, -0.1, 0.1], [0.0, 0.0, 0.0], [0.0, 0.0, 0.0], [0.0, 0.0, 0.0], [0.0, -0.1, 0.1], [0.0, -0.1, 0.1], [0.0, 0.0, 0.0], [0.0, 0.0, 0.0], [0.0, 0.0, 0.0], [0.0, -0.1, 0.0], [0.0, 0.0, 0.0]], "lumo_ev": 0.118, "homo_lumo_gap_ev": 9.036, "spin_multiplicity": 1}

2.
{"formula": "C5H9NO", "method": "the ωB97M-V functional and the def2-TZVPD basis", "symbols": ["C", "O", "C", "C", "C", "C", "N", "H", "H", "H", "H", "H", "H", "H", "H", "H"], "xyz": [[-2.2709, -1.7430, 0.2349], [-1.2303, -0.9272, 0.7125], [-0.8014, 0.0098, -0.2361], [0.3358, 0.7929, 0.4145], [3.3024, 0.1975, 0.1597], [0.8565, 1.8460, -0.4654], [1.2776, 2.6575, -1.1735], [-2.5377, -2.4352, 1.0363], [-1.9580, -2.3216, -0.6467], [-3.1573, -1.1496, -0.0344], [-1.6212, 0.6877, -0.5228], [-0.4446, -0.4864, -1.1525], [-0.0125, 1.2423, 1.3487], [3.6637, 1.1578, 0.5885], [1.1552, 0.1026, 0.6657], [3.4426, 0.3688, -0.9293]], "atomic_forces_ev_per_a": [[-0.2, -0.2, -0.1], [0.1, 0.0, 0.1], [0.1, 0.2, -0.2], [0.0, 0.0, 0.0], [0.3, 0.4, -0.3], [0.3, 0.5, -0.5], [-0.4, -0.7, 0.6], [0.0, 0.1, -0.1], [0.0, 0.1, 0.1], [0.1, -0.1, 0.0], [0.1, -0.1, 0.0], [0.0, 0.0, 0.1], [0.0, 0.0, -0.1], [-0.1, -0.2, 0.1], [-0.2, 0.1, 0.0], [-0.1, -0.2, 0.2]], "lumo_ev": [-1.064, -1.068], "homo_lumo_gap_ev": [8.765, 8.825], "spin_multiplicity": 1}